1.
{"formula": "C36H72AsF6O18S9", "method": "ωB97M-V/def2-TZVPD", "symbols": ["As", "F", "F", "F", "F", "F", "F", "C", "C", "C", "S", "O", "O", "C", "H", "H", "H", "H", "H", "H", "H", "H", "C", "C", "C", "S", "O", "O", "C", "H", "H", "H", "H", "H", "H", "H", "H", "C", "C", "C", "S", "O", "O", "C", "H", "H", "H", "H", "H", "H", "H", "H", "C", "C", "C", "S", "O", "O", "C", "H", "H", "H", "H", "H", "H", "H", "H", "C", "C", "C", "S", "O", "O", "C", "H", "H", "H", "H", "H", "H", "H", "H", "C", "C", "C", "S", "O", "O", "C", "H", "H", "H", "H", "H", "H", "H", "H", "C", "C", "C", "S", "O", "O", "C", "H", "H", "H", "H", "H", "H", "H", "H", "C", "C", "C", "S", "O", "O", "C", "H", "H", "H", "H", "H", "H", "H", "H", "C", "C", "C", "S", "O", "O", "C", "H", "H", "H", "H", "H", "H", "H", "H"], "xyz": [[-0.4363, -0.0313, -0.9848], [1.3105, 0.0126, -0.9443], [-0.5517, 0.0456, 0.7425], [-2.1929, 0.0120, -1.1190], [-0.4609, -0.1058, -2.7302], [-0.4050, -1.7625, -1.0090], [-0.4445, 1.7194, -0.9483], [1.5855, 4.4422, -1.5178], [0.8671, 5.7874, -1.6671], [1.5093, 6.7556, -0.6821], [1.8710, 5.7646, 0.8378], [0.7926, 5.8236, 1.7972], [3.2367, 6.0522, 1.2298], [1.8131, 4.1821, -0.0445], [2.5589, 4.5384, -2.0090], [1.0168, 3.6372, -1.9740], [-0.2039, 5.6414, -1.5351], [0.9955, 6.2100, -2.6631], [1.0553, 7.6863, -0.3572], [2.5466, 6.9322, -0.9741], [1.0146, 3.5936, 0.4113], [2.7226, 3.6279, 0.1893], [-2.3321, 4.3332, 4.0009], [-2.1183, 4.1901, 2.5100], [-1.4245, 2.8564, 2.3452], [-0.1955, 2.7777, 3.6678], [1.0871, 3.1750, 3.1431], [-0.3207, 1.4575, 4.2395], [-0.9572, 4.0869, 4.6514], [-3.0743, 3.6173, 4.3686], [-2.7715, 5.3080, 4.2285], [-1.5184, 5.0271, 2.1398], [-3.0458, 4.2237, 1.9320], [-0.8809, 2.6042, 1.4371], [-2.1022, 2.0258, 2.5342], [-0.4002, 5.0022, 4.4359], [-1.0475, 3.9146, 5.7183], [-0.1881, -3.6436, 1.5741], [-1.2497, -4.5613, 2.1914], [-1.4325, -4.1503, 3.6489], [0.1636, -3.5258, 4.1712], [0.7984, -4.4320, 5.0894], [0.0089, -2.1187, 4.4522], [0.9939, -3.6639, 2.5585], [-0.4954, -2.6207, 1.3441], [0.0898, -4.0706, 0.6042], [-0.8045, -5.5599, 2.1366], [-2.1375, -4.6019, 1.5593], [-1.8218, -4.9541, 4.2723], [-2.1293, -3.3225, 3.7944], [1.3967, -4.6748, 2.4839], [1.7844, -2.9210, 2.5464], [2.3193, 0.2202, -4.8793], [2.6546, -1.2250, -4.5317], [4.1683, -1.2870, -4.2883], [4.5728, 0.2806, -3.3809], [5.5783, 1.0070, -4.1396], [4.7653, -0.0252, -1.9808], [2.9368, 1.0378, -3.7500], [1.2487, 0.3998, -4.8814], [2.8580, 0.4299, -5.8066], [2.3566, -1.9144, -5.3183], [2.2062, -1.4753, -3.5663], [4.8180, -1.3128, -5.1590], [4.4396, -2.0614, -3.5723], [3.0105, 2.1144, -3.8622], [2.3832, 0.8627, -2.8218], [-4.6578, -1.4438, 1.9171], [-4.9293, -2.3554, 3.1246], [-4.7682, -1.5016, 4.3724], [-3.5022, -0.2250, 4.0198], [-2.2470, -0.6425, 4.5780], [-4.0542, 1.1056, 4.2012], [-3.3986, -0.6740, 2.2151], [-5.5072, -0.7643, 1.8051], [-4.6239, -2.0623, 1.0190], [-4.3185, -3.2601, 3.1571], [-5.9452, -2.7511, 3.0481], [-4.3661, -1.9235, 5.2918], [-5.6927, -0.9564, 4.5602], [-2.5226, -1.3209, 2.1603], [-3.2192, 0.2258, 1.6330], [4.0783, 1.0946, 1.5457], [4.4390, 2.1168, 2.6405], [4.1135, 1.5034, 4.0120], [3.2444, -0.0848, 3.6991], [2.0521, -0.2745, 4.4911], [4.1988, -1.1753, 3.6326], [2.8262, 0.3766, 1.9873], [4.9199, 0.4631, 1.2635], [3.8485, 1.6832, 0.6514], [3.7864, 2.9837, 2.5421], [5.4900, 2.3918, 2.6301], [3.4537, 2.0992, 4.6394], [4.9703, 1.2361, 4.6324], [1.9794, 1.0612, 2.0088], [2.5555, -0.5449, 1.4802], [-2.9622, -3.9683, -1.3727], [-3.6953, -2.9849, -2.2711], [-2.8806, -2.7356, -3.5405], [-2.0414, -4.2991, -3.9186], [-0.6093, -4.1090, -4.0587], [-2.7352, -5.0778, -4.9302], [-2.4756, -5.0578, -2.3181], [-3.6331, -4.3508, -0.6036], [-2.1077, -3.5116, -0.8678], [-3.8351, -1.9829, -1.8584], [-4.6846, -3.2859, -2.6322], [-2.0589, -2.0852, -3.2349], [-3.3863, -2.3492, -4.4183], [-1.6576, -5.7274, -2.0571], [-3.3397, -5.6877, -2.5440], [2.9795, -2.6871, -0.5796], [2.6062, -3.9662, -1.3349], [2.9426, -5.1811, -0.5003], [4.3221, -4.7150, 0.5963], [5.5995, -5.1646, 0.0699], [3.9495, -5.0008, 1.9645], [4.2377, -2.9148, 0.2583], [2.2250, -2.4695, 0.1888], [3.0033, -1.8058, -1.2113], [3.2514, -4.0342, -2.2192], [1.5775, -3.9654, -1.6879], [3.2313, -6.1135, -0.9804], [2.0940, -5.4234, 0.1448], [5.1055, -2.6959, -0.3730], [4.4230, -2.3408, 1.1650], [-3.0769, 1.8977, -3.3883], [-4.3016, 2.5806, -3.9795], [-3.9704, 4.0770, -3.9933], [-2.1986, 4.1758, -4.4482], [-1.5545, 5.0600, -3.4984], [-2.0793, 4.4117, -5.8680], [-1.8275, 2.4429, -4.0533], [-3.1646, 0.8202, -3.5082], [-3.0029, 2.0881, -2.3153], [-5.2505, 2.4673, -3.4590], [-4.4684, 2.2557, -5.0110], [-4.0839, 4.5016, -2.9948], [-4.5012, 4.7610, -4.6540], [-0.8907, 2.3749, -3.5107], [-1.6697, 2.0012, -5.0409]], "forces_ev_per_a": [[-0.32, 0.68, 0.04], [-0.46, -0.07, -0.09], [0.11, -0.55, -0.13], [0.18, -0.34, 0.42], [0.50, 0.43, -0.13], [-0.12, -0.12, 0.34], [0.06, -0.05, -0.57], [0.54, 0.60, -0.16], [-0.39, 0.50, -0.02], [0.88, -0.90, 1.19], [0.00, -0.25, -1.19], [0.14, 0.36, -0.10], [-0.43, 0.01, 0.23], [-0.18, -0.72, 0.90], [-0.05, -0.22, -0.09], [0.03, -0.07, -0.04], [-0.01, 0.23, 0.24], [-0.10, -0.23, -0.13], [-0.38, -0.06, -0.30], [-0.10, 0.34, -0.28], [-0.16, 0.23, -0.04], [0.13, 0.24, -0.11], [-0.61, -0.25, 0.37], [-0.17, 0.15, -0.86], [0.51, -0.26, 0.05], [-1.03, -1.52, -0.57], [0.37, 0.39, 0.24], [0.14, 0.93, 0.44], [-0.53, 1.17, -0.32], [0.19, -0.23, -0.16], [0.46, 0.11, 0.20], [0.21, -0.20, 0.05], [-0.08, -0.11, 0.19], [-0.07, 0.40, -0.24], [-0.07, 0.09, 0.19], [0.46, -0.24, 0.25], [0.40, -0.40, -0.01], [0.60, 0.51, -0.57], [0.55, 0.12, -0.31], [-1.06, -0.21, -0.17], [0.90, 0.94, -0.48], [-0.21, -0.11, 0.39], [0.00, -1.09, 0.12], [-1.14, -0.91, 0.17], [-0.34, -0.05, 0.32], [0.20, 0.10, 0.05], [-0.17, -0.11, 0.24], [-0.27, 0.19, 0.34], [0.49, -0.13, 0.14], [0.20, 0.20, -0.26], [0.43, 0.14, 0.39], [-0.10, 0.17, -0.23], [0.95, 0.02, 0.51], [0.61, -0.05, 0.35], [0.20, 0.56, 0.97], [-0.61, -0.25, -1.74], [-0.17, -0.26, 0.58], [-0.12, 0.36, -0.27], [0.12, -0.28, 1.35], [-0.05, 0.03, -0.47], [-0.58, 0.38, -0.24], [-0.15, -0.14, 0.17], [-0.43, -0.22, -0.28], [-0.14, 0.01, -0.14], [0.08, -0.18, -0.21], [0.33, 0.03, -0.34], [-0.15, -0.03, -0.09], [-0.39, -0.27, 0.14], [-0.31, -0.37, 0.20], [0.10, 0.97, 0.36], [0.10, -0.91, -1.96], [-0.63, 0.37, 0.58], [0.19, -0.43, 0.10], [0.27, 0.31, 0.62], [0.02, 0.04, -0.02], [0.28, 0.22, -0.13], [0.43, 0.28, -0.16], [-0.07, 0.16, 0.17], [-0.34, -0.50, -0.10], [0.03, 0.01, 0.22], [0.09, 0.13, 0.00], [-0.08, -0.02, -0.08], [0.04, 0.92, -1.04], [-0.35, -0.54, 0.85], [-0.10, -0.84, 0.69], [-1.10, 0.41, -0.58], [0.96, 0.38, -0.08], [0.24, 0.29, -0.07], [0.35, -0.41, 0.88], [-0.13, -0.28, 0.29], [0.07, -0.24, -0.13], [0.26, 0.17, -0.17], [-0.04, 0.23, -0.29], [-0.18, 0.05, -0.22], [0.14, 0.00, -0.22], [-0.09, -0.08, 0.17], [0.08, 0.02, -0.22], [0.56, 0.01, -0.06], [-0.75, 1.18, -1.21], [1.42, -0.23, 0.44], [-0.27, -0.50, 0.27], [-0.69, 0.05, 0.22], [0.16, 0.57, 0.13], [-0.41, -0.63, -0.39], [0.06, -0.18, -0.04], [-0.14, 0.29, -0.08], [0.02, -0.23, 0.50], [-0.02, -0.56, 0.60], [0.13, 0.19, -0.41], [-0.17, -0.07, 0.03], [0.11, 0.31, 0.39], [0.15, -0.06, -0.27], [-0.95, 0.02, 1.90], [1.16, -0.02, -0.99], [-0.34, -0.33, 1.10], [0.22, 1.23, -0.07], [-0.71, -0.33, 0.18], [0.17, -0.15, -0.42], [1.08, -0.35, -1.25], [-0.45, -0.05, -0.46], [0.32, -0.01, -0.07], [-0.17, 0.20, -0.17], [-0.08, 0.04, 0.08], [0.08, 0.23, -0.43], [0.22, 0.03, 0.28], [0.10, -0.35, 0.08], [-0.68, -0.10, 0.23], [-0.18, -0.37, 0.77], [-0.13, 1.17, -0.90], [0.50, 0.36, 0.07], [-0.84, -0.06, 0.99], [0.14, -0.11, -0.41], [0.11, -0.06, 0.16], [0.01, 0.27, -1.23], [0.26, -0.06, 0.05], [-0.12, -0.03, -0.01], [0.18, -0.45, 0.29], [0.06, -0.12, 0.03], [0.34, -0.10, 0.09], [-0.12, -0.41, -0.32], [-0.15, 0.05, 0.36], [-0.04, -0.10, 0.06]], "mulliken_charge": [2.41, -0.38, -0.53, -0.73, -0.57, -0.47, -0.61, 0.37, -0.68, -1.03, 1.07, -0.54, -0.74, 1.22, 0.31, -0.54, 0.26, 0.49, 0.48, 0.41, -0.88, -0.22, -0.61, -0.60, 1.63, 1.00, -0.52, -0.54, -0.86, 0.17, 0.44, 0.12, 0.42, -0.79, -0.85, 0.35, 0.52, 1.40, -0.92, -0.17, 0.99, -0.77, -0.32, -0.56, -0.92, 0.08, 0.44, 0.17, 0.54, -0.41, 0.33, 0.03, -0.63, 0.02, -0.82, 0.98, -0.72, -0.48, 0.17, 0.17, 0.43, 0.51, -0.31, 0.43, 0.28, 0.58, -0.58, -0.51, -0.56, -1.03, 1.02, -0.42, -0.68, 0.42, 0.41, 0.00, 0.12, 0.49, 0.43, 0.46, -0.68, 0.62, -0.63, -0.30, -0.86, 1.00, -0.53, -0.71, 2.22, 0.41, 0.27, -0.17, 0.51, 0.38, 0.47, -0.79, -1.17, 0.76, -0.86, -0.17, 1.10, -0.56, -0.74, -1.09, 0.48, -0.65, 0.21, 0.47, -0.34, 0.58, 0.43, 0.39, 2.22, -0.63, -0.71, 1.16, -0.73, -0.60, -0.61, -1.43, -0.63, 0.51, 0.08, 0.57, 0.12, 0.35, 0.30, 0.31, -0.83, -0.81, 1.10, -0.55, -0.71, -0.10, -0.11, -0.03, 0.37, 0.33, 0.34, 0.46, -0.17, 0.37], "e_above_lowest_kcal_mol": 0.0, "orbital_gap_ev": 9.05, "homo_energy_ev": -7.41, "lumo_ev": 1.647, "fmax_ha_per_bohr": 0.042, "total_charge": -1}

2.
{"formula": "C4H11N3", "method": "ωB97M-V/def2-TZVPD", "symbols": ["N", "C", "N", "C", "C", "C", "N", "H", "H", "H", "H", "H", "H", "H", "H", "H", "H", "H"], "xyz": [[-0.9006, -0.3499, -2.7602], [0.3068, -0.7221, -2.1521], [0.7944, -0.4106, -1.0330], [0.2917, 0.7625, -0.3374], [-0.7184, 0.2869, 0.7510], [-0.0514, -0.5726, 1.8496], [1.2518, 0.0069, 2.2801], [-0.9263, -0.4525, -3.7564], [-1.3853, 0.4248, -2.3365], [0.8703, -1.2564, -2.9157], [-0.1007, 1.5402, -1.0008], [1.1474, 1.1547, 0.1985], [-1.1481, 1.1966, 1.2055], [-1.5776, -0.2494, 0.3380], [-0.6942, -0.5764, 2.7307], [0.1286, -1.5909, 1.5167], [1.4195, 0.9906, 2.1474], [1.2920, -0.1824, 3.2746]], "forces_ev_per_a": [[0.68, 0.19, 1.20], [-0.63, 0.43, -1.39], [0.72, 0.56, -0.83], [-0.81, -1.77, 1.07], [0.08, 0.82, 0.20], [0.45, 1.52, -0.26], [-0.17, -1.12, 0.55], [-0.17, 0.22, -0.12], [-0.26, 0.02, -0.31], [0.28, -0.93, 0.65], [-0.19, -0.08, 0.02], [0.11, 0.37, -0.14], [0.16, -0.25, 0.12], [0.21, -0.07, -0.23], [-0.39, -0.29, -0.19], [-0.05, -0.05, -0.14], [-0.52, 0.17, -0.11], [0.49, 0.23, -0.07]], "mulliken_charge": [-0.42, 0.11, -0.50, -0.73, -0.55, -0.41, -0.57, 0.23, 0.20, 0.32, 0.35, 0.33, 0.34, 0.28, 0.34, 0.26, 0.17, 0.24], "e_above_lowest_kcal_mol": 42.6, "orbital_gap_ev": 9.70, "smiles": "N/C=N\\CCCN", "homo_energy_ev": -8.72, "lumo_ev": 0.979, "fmax_ha_per_bohr": 0.043}

3.
{"formula": "C5H7N2", "method": "ωB97M-V/def2-TZVPD", "symbols": ["C", "C", "C", "C", "C", "N", "N", "H", "H", "H", "H", "H", "H", "H"], "xyz": [[-0.5497, 1.3876, 1.1915], [-1.6413, 1.2905, 0.3241], [-0.6951, -1.0403, 0.4306], [0.4419, -0.0202, 0.3993], [1.7832, -0.0907, -0.2845], [0.3675, 0.7210, 1.6351], [-0.8890, 0.1848, -0.3998], [-2.5491, 0.9614, 0.8586], [-1.8035, 2.3106, -0.2147], [-0.5588, -1.9273, -0.0634], [-1.3465, -1.1673, 1.3394], [1.6159, -0.9591, -0.8583], [2.3719, -0.2424, 0.6442], [2.1986, 0.6904, -0.9422]], "forces_ev_per_a": [[2.56, -1.19, 2.24], [-1.86, 1.52, -1.79], [-0.33, 3.11, 1.57], [-0.73, -1.01, -1.33], [-0.65, 0.10, 1.82], [-0.59, 2.43, 1.12], [-0.76, 0.13, 0.25], [0.22, 0.13, -0.41], [0.14, -2.24, 0.31], [0.43, -1.83, -1.70], [0.91, 0.36, -0.79], [0.78, -1.32, -0.82], [0.64, -0.29, -1.15], [-0.77, 0.12, 0.66]], "mulliken_charge": [0.40, -0.25, -0.55, 1.03, -1.09, -0.35, -0.28, 0.31, 0.28, 0.32, 0.22, 0.33, 0.33, 0.30], "e_above_lowest_kcal_mol": 153.8, "orbital_gap_ev": 9.50, "homo_energy_ev": -15.61, "lumo_ev": -6.102, "fmax_ha_per_bohr": 0.070, "total_charge": 1}